Formula: C14H42O7
Source: OMol25
Level of theory: ωB97M-V/def2-TZVPD

CARTESIAN COORDINATES (ANGSTROEM)
C 4.24 2.72 1.93
H -4.17 -1.57 -2.20
C 0.28 -0.10 -0.83
H -2.78 -3.04 1.02
C -3.18 1.90 0.83
H -1.51 -1.14 -1.20
H 4.08 4.06 -4.45
H -0.85 -0.32 -2.65
H 0.79 0.49 3.58
H -3.25 1.09 0.11
H -1.71 0.58 -1.33
H 0.07 -4.08 1.31
C 3.50 2.05 -3.79
C 3.15 1.91 1.28
H -2.40 -3.35 -2.17
C -1.03 -0.23 -1.58
H -5.05 2.05 1.48
H 2.63 0.34 5.18
H -1.09 2.36 0.88
O 2.36 1.21 -3.85
O 2.51 2.76 0.29
H 2.07 2.16 -0.33
H -1.29 -4.87 0.45
H -0.53 -3.43 -0.20
C -1.86 1.96 1.56
O 1.39 -1.19 2.51
H 4.40 1.61 -4.23
H 0.62 -1.03 4.43
H -4.24 -2.55 -0.72
H 3.38 -0.02 3.62
H -1.47 1.01 1.91
H -3.33 2.86 0.32
H 0.08 0.17 0.21
C 3.23 3.38 -4.49
H 2.93 -1.36 4.72
H -3.57 -4.59 -2.13
H 2.27 0.88 -4.75
H -1.78 -1.18 2.11
H -1.85 2.64 2.42
H 2.98 3.23 -5.54
H 0.51 -1.33 2.10
C -0.83 -3.92 0.73
C -3.44 -3.56 -2.46
H 3.52 1.03 0.74
H 3.93 3.75 2.11
H -3.52 -3.52 -3.54
C -4.38 -2.57 -1.81
H 5.10 2.73 1.24
H 4.61 2.21 2.82
O 1.08 0.98 -1.30
O -1.19 -1.73 1.59
H 1.33 0.85 -2.22
C -1.80 -3.03 1.49
H -1.91 -3.40 2.51
H -6.33 -2.29 -1.90
O -4.21 1.70 1.80
C 1.27 -0.49 3.73
H 3.70 2.23 -2.74
H 2.42 3.87 -3.96
C 2.65 -0.37 4.35
H 2.37 1.55 1.96
O -5.71 -2.99 -2.10
H 0.81 -1.05 -0.86

The largest force on an atom is 1.26 eV/A. As for the spin multiplicity: 1. The calculation puts the energy above the lowest of the compared OMol25 structures with the same formula, charge and spin at 32.95 kcal per mole. As for the SMILES: CCO.CCO.CCO.CCO.CCO.CCO.CCO. The calculation puts the highest occupied orbital energy at -9.2 eV.

For reference, the natural (NBO) charges in units of e are: atom 1 (C): -0.6270, atom 2 (H): 0.1605, atom 3 (C): -0.0549, atom 4 (H): 0.1661, atom 5 (C): -0.0670, atom 6 (H): 0.2075, atom 7 (H): 0.2150, atom 8 (H): 0.2041, atom 9 (H): 0.1485, atom 10 (H): 0.1623, atom 11 (H): 0.2034, atom 12 (H): 0.2223, atom 13 (C): -0.0667, atom 14 (C): -0.0633, atom 15 (H): 0.2078, atom 16 (C): -0.6348, atom 17 (H): 0.4686, atom 18 (H): 0.2063, atom 19 (H): 0.2284, atom 20 (O): -0.7445, atom 21 (O): -0.7695, atom 22 (H): 0.4983, atom 23 (H): 0.2173, atom 24 (H): 0.2097, atom 25 (C): -0.6337, atom 26 (O): -0.7582, atom 27 (H): 0.1590, atom 28 (H): 0.1472, atom 29 (H): 0.1504, atom 30 (H): 0.2129, atom 31 (H): 0.1903, atom 32 (H): 0.1658, atom 33 (H): 0.1844, atom 34 (C): -0.6330, atom 35 (H): 0.2074, atom 36 (H): 0.2132, atom 37 (H): 0.4738, atom 38 (H): 0.4831, atom 39 (H): 0.2250, atom 40 (H): 0.1970, atom 41 (H): 0.4962, atom 42 (C): -0.6319, atom 43 (C): -0.6267, atom 44 (H): 0.1628, atom 45 (H): 0.2185, atom 46 (H): 0.2143, atom 47 (C): -0.0601, atom 48 (H): 0.2029, atom 49 (H): 0.2027, atom 50 (O): -0.7667, atom 51 (O): -0.7502, atom 52 (H): 0.5012, atom 53 (C): -0.0625, atom 54 (H): 0.1667, atom 55 (H): 0.4689, atom 56 (O): -0.7390, atom 57 (C): -0.0571, atom 58 (H): 0.1924, atom 59 (H): 0.2172, atom 60 (C): -0.6219, atom 61 (H): 0.1552, atom 62 (O): -0.7264, atom 63 (H): 0.1607

Formula: CH4ClN3
Source: OMol25
Level of theory: ωB97M-V/def2-TZVPD

CARTESIAN COORDINATES (ANGSTROEM)
N 0.96 -0.79 0.66
Cl 2.49 -1.02 0.10
N -0.80 -0.78 -1.06
H -1.85 -0.94 -1.27
H -1.68 0.77 0.09
C 0.42 0.43 0.46
H 0.24 0.89 1.44
H 0.97 1.15 -0.17
N -0.75 0.30 -0.24

The largest force on an atom is 6.10 eV/A. As for the spin multiplicity: 1. The calculation puts the energy above the lowest of the compared OMol25 structures with the same formula, charge and spin at 100.09 kcal per mole. The calculation puts the highest occupied orbital energy (alpha / beta) at -9.2 / -7.6 eV.

For reference, the natural (NBO) charges in units of e are: atom 1 (N): -0.2910, atom 2 (Cl): 0.1878, atom 3 (N): -0.4321, atom 4 (H): 0.3079, atom 5 (H): 0.3752, atom 6 (C): -0.1525, atom 7 (H): 0.2166, atom 8 (H): 0.1770, atom 9 (N): -0.3889

Formula: C2H9N3O
Source: OMol25
Level of theory: ωB97M-V/def2-TZVPD

CARTESIAN COORDINATES (ANGSTROEM)
H 0.47 -1.93 0.82
O 2.32 0.39 0.15
H -2.57 -1.78 0.28
C -0.94 -0.43 0.14
H 2.41 0.90 -0.67
H -2.92 -0.27 0.10
N -0.29 2.12 -0.11
H 0.17 -2.12 -0.83
C -0.66 0.93 0.27
H 3.16 0.16 0.51
N 0.23 -1.35 -0.03
H 0.20 2.55 0.61
H -0.48 2.49 -1.07
N -2.18 -0.97 -0.04
H 1.09 -0.69 -0.15

The largest force on an atom is 4.87 eV/A. Its total charge is +2. As for the spin multiplicity: 1. The calculation puts the energy above the lowest of the compared OMol25 structures with the same formula, charge and spin at 48.48 kcal per mole. The calculation puts the highest occupied orbital energy at -18.9 eV.

For reference, the natural (NBO) charges in units of e are: atom 1 (H): 0.4814, atom 2 (O): -0.9667, atom 3 (H): 0.4435, atom 4 (C): 0.3199, atom 5 (H): 0.5120, atom 6 (H): 0.4357, atom 7 (N): -0.5741, atom 8 (H): 0.5030, atom 9 (C): 0.3550, atom 10 (H): 0.5343, atom 11 (N): -0.7621, atom 12 (H): 0.4595, atom 13 (H): 0.4739, atom 14 (N): -0.7089, atom 15 (H): 0.4935

Formula: C5H7N5O
Source: OMol25
Level of theory: ωB97M-V/def2-TZVPD

CARTESIAN COORDINATES (ANGSTROEM)
C -1.09 -1.11 -0.15
H -0.63 -2.10 -0.12
H -1.19 1.33 0.82
O 2.38 3.27 -0.68
N -0.07 -0.09 -0.20
H -1.72 -0.98 0.73
N 0.54 2.21 0.10
C 1.16 -0.35 -0.66
H -1.72 -1.05 -1.05
N 1.77 -1.37 -1.17
N 3.03 -0.94 -1.47
H 0.13 3.12 0.25
C -0.13 1.07 0.67
H 3.70 -1.59 -1.85
H 0.31 0.82 1.66
N 3.33 0.31 -1.23
C 2.29 0.89 -0.72
C 1.82 2.23 -0.42

The largest force on an atom is 5.84 eV/A. As for the spin multiplicity: 1. The calculation puts the energy above the lowest of the compared OMol25 structures with the same formula, charge and spin at 18.63 kcal per mole. As for the SMILES: CN1CNC(=O)c2n[nH]nc21. The calculation puts the highest occupied orbital energy at -8.3 eV.

For reference, the natural (NBO) charges in units of e are: atom 1 (C): -0.4076, atom 2 (H): 0.2202, atom 3 (H): 0.2082, atom 4 (O): -0.5789, atom 5 (N): -0.4395, atom 6 (H): 0.2028, atom 7 (N): -0.6259, atom 8 (C): 0.3563, atom 9 (H): 0.2038, atom 10 (N): -0.3451, atom 11 (N): -0.1817, atom 12 (H): 0.4127, atom 13 (C): -0.0167, atom 14 (H): 0.4068, atom 15 (H): 0.1646, atom 16 (N): -0.1537, atom 17 (C): -0.0488, atom 18 (C): 0.6225

Formula: C4H9NO2
Source: OMol25
Level of theory: ωB97M-V/def2-TZVPD

CARTESIAN COORDINATES (ANGSTROEM)
C 2.31 -0.65 -0.69
H -1.73 0.65 2.57
H -2.74 1.48 1.37
H 2.53 -1.66 -1.07
H 2.12 -0.72 0.38
H 3.21 -0.04 -0.84
H 1.16 1.07 -1.35
C 1.12 -0.02 -1.40
C -2.42 0.50 1.73
N -0.16 -0.39 -0.82
O -0.22 1.39 0.61
O -1.79 -0.24 0.69
H -3.28 -0.09 2.04
C -0.68 0.34 0.20
H 1.11 -0.30 -2.45
H -0.55 -1.30 -0.99

The largest force on an atom is 0.38 eV/A. As for the spin multiplicity: 1. The calculation puts the energy above the lowest of the compared OMol25 structures with the same formula, charge and spin at 10.84 kcal per mole. As for the SMILES: CCNC(=O)OC. The calculation puts the highest occupied orbital energy at -9.7 eV.

For reference, the natural (NBO) charges in units of e are: atom 1 (C): -0.6218, atom 2 (H): 0.1932, atom 3 (H): 0.1918, atom 4 (H): 0.2017, atom 5 (H): 0.2161, atom 6 (H): 0.2157, atom 7 (H): 0.2260, atom 8 (C): -0.2224, atom 9 (C): -0.2551, atom 10 (N): -0.6304, atom 11 (O): -0.6583, atom 12 (O): -0.5223, atom 13 (H): 0.1915, atom 14 (C): 0.8787, atom 15 (H): 0.1938, atom 16 (H): 0.4018

Formula: C4H4O3
Source: OMol25
Level of theory: ωB97M-V/def2-TZVPD

CARTESIAN COORDINATES (ANGSTROEM)
C 1.22 0.32 -0.91
O -1.96 1.58 -0.31
C -0.12 -0.18 -0.40
O -0.48 -1.42 -0.79
H 0.75 -1.33 1.34
H -1.07 -1.06 1.36
H 1.93 -0.47 -1.23
H -0.52 1.03 1.12
O 1.46 1.50 -0.97
C -1.00 1.00 0.07
C -0.13 -0.98 0.81

The largest force on an atom is 2.81 eV/A. As for the spin multiplicity: 1. The calculation puts the energy above the lowest of the compared OMol25 structures with the same formula, charge and spin at 93.95 kcal per mole. As for the SMILES: O=CC1(C=O)CO1. The calculation puts the highest occupied orbital energy at -9.9 eV.

For reference, the natural (NBO) charges in units of e are: atom 1 (C): 0.4188, atom 2 (O): -0.4612, atom 3 (C): -0.0366, atom 4 (O): -0.4443, atom 5 (H): 0.2189, atom 6 (H): 0.2251, atom 7 (H): 0.1354, atom 8 (H): 0.0858, atom 9 (O): -0.4803, atom 10 (C): 0.4518, atom 11 (C): -0.1132